Molecular formula: C29H44N8O6P2Sr
Method: DFT, the ωB97M-V functional and the def2-TZVPD basis

Computed properties:
- ΔE to the lowest compared entry with this formula, charge and spin (kJ/mol) = 39.23
- HOMO (eV) = -13.6516
- frontier orbital gap (eV) = 8.1935
- electronic energy (eV) = -74401.043
- F_max (eV Å⁻¹) = 2.7

Geometry as ORCA input:
```
! wB97M-V def2-TZVPD RIJCOSX def2/J DEFGRID3
* xyz 2 1
Sr 0.308 0.111 -0.839
C 3.376 3.220 -0.076
C 2.073 3.146 -0.780
O 1.666 2.051 -1.156
N 1.477 4.247 -1.161
C 0.371 4.347 -2.082
C -0.161 5.779 -1.964
C 0.556 6.821 -2.503
C 0.158 8.114 -2.244
C -0.962 8.320 -1.363
C -1.624 7.186 -0.909
N -1.257 5.917 -1.201
H 3.341 3.327 0.972
H 3.918 4.042 -0.549
H 3.919 2.280 -0.245
H 1.846 5.153 -0.873
H -0.479 3.661 -1.822
H 0.624 4.245 -3.104
H 1.423 6.625 -3.123
H 0.733 8.933 -2.592
H -1.315 9.277 -1.063
H -2.515 7.238 -0.325
C -2.186 -3.184 -3.573
N -1.254 -3.663 -2.466
C -1.713 -5.046 -2.171
P 0.261 -3.060 -2.341
O 0.300 -1.629 -2.617
O 0.477 -3.331 -0.725
P 1.022 -2.963 0.750
O 1.032 -1.458 0.750
N 0.037 -3.614 1.931
C -1.443 -3.576 1.778
C 0.528 -3.514 3.350
N 2.517 -3.592 0.827
C 3.655 -2.790 1.342
C 2.643 -5.083 1.058
N 1.403 -3.812 -3.170
C 1.430 -5.298 -3.199
C 2.630 -3.134 -3.656
H -1.521 -2.823 -4.386
H -2.796 -2.351 -3.236
H -2.891 -3.892 -3.978
H -1.029 -5.466 -1.456
H -1.813 -5.678 -3.096
H -2.729 -4.873 -1.763
H -1.857 -2.570 2.038
H -1.939 -4.257 2.415
H -1.693 -3.797 0.725
H -0.248 -2.971 3.871
H 1.508 -3.078 3.436
H 0.589 -4.508 3.863
H 4.203 -2.166 0.635
H 4.436 -3.513 1.583
H 3.565 -2.231 2.278
H 3.471 -5.430 0.409
H 1.846 -5.673 0.648
H 2.893 -5.313 2.079
H 1.966 -5.824 -2.399
H 1.775 -5.598 -4.206
H 0.407 -5.654 -3.129
H 3.516 -3.373 -3.005
H 2.666 -2.049 -3.671
H 2.804 -3.616 -4.627
O 0.517 1.818 7.144
C -0.130 0.691 6.741
O -0.593 -0.073 7.539
C -0.310 0.442 5.299
C 0.598 0.985 4.366
C 0.337 0.922 3.019
C -0.909 0.475 2.567
C -1.798 -0.114 3.467
C -1.428 -0.223 4.817
N -1.205 0.857 1.227
C -2.218 1.643 1.176
C -2.778 2.111 -0.090
C -3.808 3.061 -0.152
C -4.166 3.523 -1.424
C -3.599 2.956 -2.557
C -2.654 1.950 -2.377
N -2.247 1.537 -1.192
H 0.671 2.385 6.354
H 1.508 1.498 4.631
H 1.076 1.293 2.362
H -2.786 -0.373 3.177
H -2.127 -0.691 5.523
H -2.622 2.088 2.096
H -4.310 3.521 0.719
H -4.881 4.299 -1.526
H -3.860 3.344 -3.540
H -2.224 1.486 -3.258
*
```

Molecular formula: C37H78N2O12S3
Method: DFT, the ωB97M-V functional and the def2-TZVPD basis

Computed properties:
- HOMO (eV) = -9.0352
- frontier orbital gap (eV) = 9.0645
- electronic energy (eV) = -99682.515
- F_max (eV Å⁻¹) = 3.9

Geometry as ORCA input:
```
! wB97M-V def2-TZVPD RIJCOSX def2/J DEFGRID3
* xyz 0 1
C 1.541 -35.867 27.052
C 0.810 -36.156 25.792
N 0.210 -36.521 24.875
H 2.313 -35.172 26.721
H 1.945 -36.797 27.451
H 0.874 -35.431 27.795
C 6.381 -31.970 26.022
C 7.654 -32.267 25.430
N 8.669 -32.479 24.920
H 6.388 -30.995 26.508
H 6.183 -32.789 26.714
H 5.618 -31.896 25.247
C 4.636 -22.878 16.525
S 3.400 -23.135 17.810
O 3.990 -24.195 18.704
C 3.747 -21.630 18.781
H 4.291 -22.058 15.895
H 4.716 -23.766 15.897
H 5.620 -22.620 16.916
H 2.939 -21.325 19.446
H 3.762 -20.840 18.030
H 4.718 -21.729 19.265
C -0.914 -27.900 24.890
S 0.748 -28.313 24.178
O 0.870 -29.840 24.132
C 0.406 -27.858 22.398
H -0.889 -27.922 25.980
H -1.658 -28.660 24.650
H -1.340 -26.936 24.613
H -0.474 -28.401 22.054
H 1.185 -28.194 21.714
H 0.300 -26.776 22.326
C 3.396 -24.296 28.834
S 3.993 -22.681 29.310
O 2.686 -21.889 29.554
C 4.689 -23.165 30.970
H 4.246 -24.978 28.834
H 2.948 -24.298 27.841
H 2.704 -24.640 29.603
H 4.058 -23.780 31.611
H 4.990 -22.223 31.429
H 5.635 -23.705 30.942
C -3.108 -27.948 14.937
C -3.880 -28.766 15.930
O -3.230 -29.342 16.752
C -5.378 -28.786 16.015
H -3.625 -27.053 14.589
H -2.964 -28.607 14.081
H -2.153 -27.704 15.401
H -5.648 -27.882 15.468
H -5.711 -28.804 17.052
H -5.816 -29.607 15.449
C 2.060 -33.667 19.621
C 1.720 -34.732 18.596
O 2.590 -35.505 18.262
C 0.329 -34.763 18.183
H 3.100 -33.456 19.868
H 1.668 -34.030 20.571
H 1.594 -32.700 19.429
H 0.195 -33.811 17.669
H -0.295 -34.868 19.070
H 0.092 -35.563 17.481
C -8.105 -31.392 23.630
C -6.674 -31.774 23.829
O -6.330 -32.340 24.813
C -5.794 -31.524 22.635
H -8.516 -31.811 22.711
H -8.026 -30.305 23.638
H -8.764 -31.769 24.413
H -4.748 -31.812 22.737
H -5.693 -30.463 22.407
H -6.172 -32.005 21.733
C -2.846 -20.030 24.212
C -1.401 -20.317 24.568
O -0.899 -21.384 24.233
C -0.622 -19.102 24.974
H -3.181 -21.019 23.901
H -2.877 -19.313 23.391
H -3.463 -19.803 25.082
H -0.977 -18.726 25.933
H -0.753 -18.307 24.241
H 0.425 -19.373 25.112
C 6.579 -24.925 23.219
C 7.083 -26.351 23.480
O 7.638 -26.652 24.489
C 6.818 -27.431 22.447
H 5.490 -24.940 23.183
H 6.911 -24.486 22.279
H 6.802 -24.266 24.058
H 7.302 -28.371 22.711
H 7.425 -27.102 21.603
H 5.781 -27.685 22.228
C 3.676 -29.831 14.822
C 3.941 -29.378 13.380
O 3.424 -28.305 12.982
C 4.867 -30.217 12.476
H 3.700 -28.942 15.453
H 4.344 -30.617 15.174
H 2.702 -30.317 14.876
H 5.444 -29.597 11.790
H 4.350 -31.049 11.998
H 5.588 -30.707 13.130
C -8.296 -24.925 28.532
C -7.599 -26.006 27.789
O -7.538 -26.026 26.531
C -6.977 -27.171 28.549
H -8.811 -25.088 29.478
H -8.957 -24.322 27.909
H -7.506 -24.223 28.802
H -7.291 -27.084 29.589
H -5.888 -27.186 28.551
H -7.313 -28.092 28.073
C -3.084 -23.428 30.228
C -3.580 -23.897 31.594
O -3.238 -25.024 31.959
C -4.484 -23.054 32.494
H -3.847 -23.062 29.541
H -2.567 -24.179 29.630
H -2.424 -22.585 30.438
H -4.665 -22.112 31.977
H -4.060 -22.870 33.482
H -5.434 -23.583 32.566
C -3.080 -31.662 31.780
C -3.027 -32.481 33.052
O -3.231 -33.709 33.075
C -2.627 -31.766 34.364
H -2.614 -32.219 30.967
H -2.481 -30.759 31.902
H -4.098 -31.338 31.564
H -2.617 -32.494 35.176
H -3.220 -30.862 34.500
H -1.603 -31.428 34.205
*
```

Molecular formula: C5H9N2
Method: DFT, the ωB97M-V functional and the def2-TZVPD basis

Computed properties:
- ΔE to the lowest compared entry with this formula, charge and spin (kJ/mol) = 696.02
- HOMO (eV) = -14.1074
- frontier orbital gap (eV) = 9.1984
- electronic energy (eV) = -8298.519
- F_max (eV Å⁻¹) = 4.9

Geometry as ORCA input:
```
! wB97M-V def2-TZVPD RIJCOSX def2/J DEFGRID3
* xyz 1 1
C -0.981 0.777 0.154
C 2.688 -0.059 -0.180
C 1.741 -1.138 0.443
C 0.448 1.096 -0.195
C -2.979 -0.512 -0.146
N 1.317 0.169 -0.078
N -1.597 -0.223 -0.367
H -1.443 1.657 0.751
H 3.236 0.695 0.532
H 3.141 -0.150 -1.241
H 1.516 -2.001 -0.173
H 1.609 -1.142 1.521
H 1.021 2.531 -0.881
H -3.396 -0.469 -1.122
H -3.398 0.226 0.657
H -2.924 -1.459 0.325
*
```

Molecular formula: C5H8O
Method: DFT, the ωB97M-V functional and the def2-TZVPD basis

Computed properties:
- ΔE to the lowest compared entry with this formula, charge and spin (kJ/mol) = 108.93
- HOMO (eV) = -9.7233
- frontier orbital gap (eV) = 10.7721
- structure (SMILES) = C[C@H]1C[C@H]1C=O
- electronic energy (eV) = -7361.126
- F_max (eV Å⁻¹) = 0.4

Geometry as ORCA input:
```
! wB97M-V def2-TZVPD RIJCOSX def2/J DEFGRID3
* xyz 0 1
C -1.288 -0.934 -0.418
C -0.559 0.383 -0.563
C -0.182 1.215 0.613
C 0.908 0.551 -0.203
C 1.668 -0.558 0.420
O 2.827 -0.803 0.176
H -1.019 -1.455 0.505
H -2.370 -0.769 -0.399
H -1.062 -1.600 -1.257
H -0.840 0.944 -1.453
H -0.371 0.808 1.605
H -0.260 2.297 0.550
H 1.513 1.174 -0.855
H 1.108 -1.166 1.164
*
```